No. 1
DFT (ωB97M-V/def2-TZVPD) results for 3 unconnected molecules or ions with the total composition C2H10O2 at a distorted geometry.

XYZ file:
```
14
Properties=species:S:1:pos:R:3:forces:R:3
C 1.4198 1.0263 -2.2402 -2.15 -0.92 0.97
C 2.3025 0.0264 -3.0060 1.09 1.33 2.93
H 0.3787 0.7632 -2.4473 -0.20 0.26 -0.26
H 1.4923 2.0915 -2.4207 0.53 0.05 -0.66
H 1.3761 0.9619 -1.1490 0.80 -0.29 0.08
H 1.7430 -0.2669 -3.8756 1.05 0.21 -1.03
H 3.2858 0.5337 -2.8475 -0.23 -0.41 -2.19
H 2.5701 -0.8611 -2.4273 -0.91 -0.25 0.16
O -2.0246 0.1302 2.0289 -0.98 0.19 0.13
H -2.5851 0.0582 1.2349 0.77 -0.06 0.45
H -1.1172 -0.0668 1.8199 0.26 -0.13 -0.54
O -3.3397 -1.3462 5.1567 0.42 -0.74 0.14
H -2.9362 -2.2272 5.2270 -0.49 0.20 0.04
H -2.5654 -0.8231 4.9462 0.03 0.54 -0.22
```
Forces are in eV/Å.

The calculation puts the energy relative to the best compared isomer or geometry (same formula, charge and spin) at 25.0 kcal/mol. For the frontier orbital gap, the calculation gives 11.861 eV. As for the structure (SMILES): CC.O.O.



No. 2
DFT (ωB97M-V/def2-TZVPD) results for 2 unconnected molecules or ions with the total composition C4H11ClNO at a distorted geometry.

XYZ file:
```
18
Properties=species:S:1:pos:R:3:forces:R:3
C 1.7994 0.4281 -0.6207 -0.26 1.73 -5.30
C 0.5221 1.2497 -1.1633 1.15 -0.91 -1.80
C -0.5336 -1.5808 0.2895 -1.82 -1.73 1.85
C -0.7544 1.1661 -0.4405 2.02 -1.19 -1.38
N -0.5124 -1.5924 1.7559 -0.16 0.69 0.57
O -1.7864 1.3826 -1.1942 -0.39 0.18 -3.21
Cl -0.8874 1.6127 1.1149 -0.07 0.85 3.60
H 1.7039 -0.6220 -0.7868 0.20 -0.61 -0.21
H 1.8592 0.6491 0.3729 0.98 0.65 2.70
H 2.6966 0.8006 -1.3430 -1.89 -0.88 2.33
H 0.8782 2.3056 -1.0959 -0.32 -0.44 -0.67
H 0.2052 0.9180 -2.2711 1.18 1.06 2.32
H 0.3400 -1.3882 -0.1704 2.37 0.74 -1.38
H -1.2708 -2.2477 -0.0934 -0.39 -0.09 -0.41
H -1.1673 -2.3235 2.0746 0.70 0.26 0.43
H -0.8918 -0.6850 2.0355 -0.65 0.40 0.14
H 0.3897 -1.5349 2.2875 -0.46 -0.96 -0.90
H -2.5901 1.4620 -0.7517 -2.19 0.24 1.32
```
Forces are in eV/Å.

As for the net charge: +1. For the frontier orbital gap (spin up / spin down), the calculation gives 6.466 / 9.674 eV. As for the multiplicity: 3. The expectation value of S² is 2.01.



No. 3
DFT (ωB97M-V/def2-TZVPD) results for a gas-phase ion, C35H39N4O3 (charge +1) at a distorted geometry.

XYZ file:
```
81
Properties=species:S:1:pos:R:3:forces:R:3
C -3.1116 3.2932 2.4076 0.14 0.24 -0.06
N -2.6252 1.9701 2.7305 -0.39 -0.13 0.01
C -3.4999 0.9325 2.9128 -1.00 0.47 -0.34
O -4.7264 1.0373 2.9360 1.82 -0.30 0.09
C -2.6648 -0.3360 3.0388 -0.26 -0.10 0.26
C -2.9898 -1.3850 1.9612 0.17 -0.06 -0.33
C -4.4497 -1.8060 1.9731 0.11 -0.13 -0.05
C -5.2693 -1.6334 0.8485 0.00 0.11 0.53
C -6.6273 -1.9640 0.9204 0.23 -0.24 0.13
C -7.1549 -2.5149 2.0979 0.28 0.35 -0.05
C -6.3350 -2.6627 3.2254 0.18 -0.15 -0.26
C -4.9766 -2.3436 3.1506 -0.44 0.21 -0.29
N -1.2897 0.1762 3.0019 -0.31 -0.22 -0.22
C -0.1867 -0.5553 3.3286 -0.04 0.84 0.86
C 1.0620 -0.0358 3.1314 -0.51 -0.42 -0.30
C 2.2291 -0.2751 4.0084 -0.63 -2.59 0.93
C 3.4320 -0.8909 3.1670 0.16 1.25 0.70
C 4.2853 -1.8671 3.7078 0.41 0.10 -0.11
C 5.5813 -2.0389 3.1786 0.32 0.60 0.28
C 6.0532 -1.1193 2.2285 -1.82 -0.05 0.25
N 7.4571 -0.8856 2.0594 3.22 -0.24 -1.18
O 7.8196 -0.0002 1.2489 -0.93 -1.56 1.72
O 8.2636 -1.6046 2.6859 -1.69 1.34 -0.90
C 5.1506 -0.3177 1.5159 -0.24 -0.26 0.79
C 3.8092 -0.2955 1.9289 0.46 0.29 0.40
C 2.6436 0.8619 5.1111 2.53 0.38 -1.07
C 3.3036 1.9002 4.1687 0.50 0.35 -0.30
C 2.7175 3.2317 4.4622 -0.27 0.20 0.30
C 2.8725 4.3970 3.7127 0.22 -0.19 0.30
C 2.3545 5.5996 4.1889 0.08 -0.46 0.10
C 1.5983 5.5901 5.3763 0.53 0.15 0.13
C 1.3783 4.4047 6.0817 -0.18 0.34 -0.09
C 1.9342 3.1916 5.6302 -0.16 0.08 -1.18
C 1.8409 1.7849 6.0491 0.35 0.01 2.34
N 1.4961 1.4582 7.3058 0.59 -0.26 -2.01
C 0.8727 2.3285 8.3282 0.10 0.10 0.31
C 0.4992 1.3833 9.4881 -0.20 -0.09 -0.39
C 1.3624 0.1117 9.3019 0.08 0.18 0.39
C 1.9006 0.1525 7.8708 -0.80 -0.82 -0.22
C -1.2168 1.5975 2.6044 -0.50 -0.05 -0.36
C -0.7674 1.7351 1.1405 -0.31 0.32 -0.23
C -0.3723 2.5068 3.5053 0.08 0.02 0.49
H -4.1964 3.2916 2.5271 0.18 -0.05 0.02
H -2.6702 4.0381 3.0776 -0.12 -0.05 -0.08
H -2.8740 3.5709 1.3714 -0.03 -0.09 0.18
H -2.9212 -0.7864 4.0127 0.38 0.19 -0.09
H -2.7121 -0.9771 0.9785 -0.10 -0.10 0.16
H -2.3269 -2.2521 2.1436 -0.26 0.27 -0.10
H -4.8364 -1.1969 -0.0580 -0.26 -0.17 0.29
H -7.2648 -1.7917 0.0490 0.18 -0.16 0.33
H -8.2078 -2.8018 2.1380 0.34 0.16 0.04
H -6.7431 -3.0363 4.1648 0.04 0.01 -0.30
H -4.3202 -2.4651 4.0165 -0.33 -0.05 -0.18
H -0.4386 -1.4765 3.8967 0.47 0.65 -0.07
H 1.1752 0.5802 2.2315 0.12 0.12 0.91
H 1.9793 -0.9690 4.8217 -0.47 -1.10 -0.97
H 4.0076 -2.4526 4.6021 0.07 0.42 -0.59
H 6.3027 -2.7436 3.6025 -0.41 0.28 -0.02
H 5.5414 0.3778 0.7770 -0.25 -0.34 -0.07
H 3.1240 0.3352 1.3474 0.24 -0.23 0.49
H 3.4296 0.2547 5.7180 -1.28 1.39 -0.70
H 4.3973 1.9268 4.2703 -0.21 -0.05 0.00
H 3.0893 1.6235 3.1324 0.24 0.28 0.16
H 3.4448 4.3262 2.7937 0.01 0.26 0.06
H 2.5816 6.5372 3.6652 -0.31 -0.45 0.24
H 1.2804 6.5649 5.7729 -0.16 -0.70 -0.10
H 0.7628 4.4504 6.9617 -0.06 0.06 0.10
H -0.0106 2.8298 7.9280 0.16 -0.15 -0.12
H 1.5815 3.1063 8.6623 -0.08 -0.33 -0.28
H -0.5679 1.1172 9.4221 0.40 0.19 0.07
H 0.6749 1.8913 10.4414 -0.09 -0.26 -0.16
H 2.2065 0.1120 10.0025 -0.31 -0.10 -0.10
H 0.7612 -0.7950 9.4627 0.33 0.34 0.06
H 2.9879 0.0364 7.8414 -0.12 0.20 -0.11
H 1.4499 -0.6632 7.2763 0.28 0.43 0.09
H -1.6217 1.5278 0.4811 0.30 -0.01 0.10
H -0.4266 2.7624 0.9622 -0.06 -0.25 -0.18
H 0.0364 1.0448 0.8917 -0.10 0.09 -0.07
H -0.8499 2.6497 4.4844 -0.01 -0.17 -0.19
H 0.6323 2.1057 3.6795 -0.57 0.21 -0.29
H -0.2639 3.5029 3.0479 -0.06 -0.37 0.10
```
Forces are in eV/Å.

As for the net charge: +1. The calculation puts the energy relative to the best compared isomer or geometry (same formula, charge and spin) at 138.0 kcal/mol. For the frontier orbital gap, the calculation gives 5.949 eV. As for the structure (SMILES): CN1C(=O)[C@@H](Cc2ccccc2)N(/C=C/[C@@H](c2ccc([N+](=O)[O-])cc2)[C@H]2Cc3ccccc3C2=[N+]2CCCC2)C1(C)C.



No. 4
DFT (ωB97M-V/def2-TZVPD) results for a molecular structure, C18H19ClF3N2O12PS2.

XYZ file:
```
58
Properties=species:S:1:pos:R:3:forces:R:3
C -0.3833 -0.4414 -0.9793 -0.13 0.03 -0.16
C -1.5284 0.5795 -0.7996 0.01 -0.13 0.18
C -1.8382 1.3314 -2.0614 0.29 0.21 0.32
C -2.6054 0.8187 -3.0566 -0.23 -0.08 -0.56
C -3.2347 -0.5355 -2.8655 -0.04 0.15 0.01
P -4.8383 -0.4827 -2.0055 0.00 -0.29 0.14
O -4.9605 -1.5461 -1.0078 0.00 0.05 -0.10
O -5.0417 0.9950 -1.4058 0.21 0.08 0.06
O -5.9138 -0.4363 -3.1759 0.00 0.09 -0.02
C -2.8365 1.5822 -4.2736 -0.11 -0.44 0.46
Cl -3.8140 0.8634 -5.4967 -0.11 -0.16 -0.08
C -2.3357 2.8263 -4.4782 0.16 0.34 -0.24
S -2.6966 3.7882 -5.9142 -0.20 0.06 -0.15
C -1.5514 3.3819 -3.4300 0.11 0.09 0.09
N -0.9939 4.5974 -3.4214 -0.13 -0.06 -0.07
S -0.2505 4.7477 -2.0198 0.16 -0.10 0.08
N -0.5446 3.3135 -1.3588 -0.11 -0.08 -0.08
C -1.2982 2.6370 -2.2435 0.18 0.19 0.09
H -0.6098 -1.3788 -0.4765 0.04 0.03 0.10
H -0.2372 -0.6742 -2.0344 0.04 -0.05 0.00
H 0.5587 -0.0559 -0.5971 0.07 -0.01 0.01
H -2.4148 0.0490 -0.4435 0.01 0.06 -0.03
H -1.2640 1.2999 -0.0282 -0.02 0.01 0.07
H -2.6042 -1.1773 -2.2525 0.00 -0.02 -0.08
H -3.4012 -1.0334 -3.8156 -0.02 -0.10 -0.06
H -4.7090 1.0274 -0.4988 -0.15 0.08 0.00
H -6.4763 0.3454 -3.1228 -0.10 -0.06 -0.05
H -1.4626 3.7908 -6.4312 0.13 0.04 0.10
C 3.0044 2.6151 1.0324 0.00 0.05 0.03
C 2.7937 2.0109 -0.3419 -0.05 0.05 -0.01
O 3.0900 0.6409 -0.1148 -0.16 -0.03 -0.07
C 2.8307 0.3692 1.1849 -0.02 0.04 -0.10
O 2.7152 -0.7270 1.6293 0.13 -0.01 0.13
O 2.6894 1.5070 1.8894 0.02 0.07 0.03
F 3.6460 2.5083 -1.2645 0.08 -0.05 0.05
H 4.0471 2.9013 1.1734 0.02 -0.01 -0.05
H 2.3527 3.4553 1.2503 -0.10 -0.10 0.06
H 1.7726 2.0921 -0.7208 0.03 0.09 -0.07
C 2.4300 -0.6509 4.8300 -0.04 -0.08 -0.02
C 3.7055 -0.5832 5.6415 -0.05 0.08 0.07
O 3.2317 -0.2917 6.9401 0.07 -0.20 0.02
C 1.9507 -0.7572 7.0400 -0.01 0.09 -0.08
O 1.3528 -0.8674 8.0537 -0.02 0.04 0.04
O 1.4808 -1.0793 5.8138 0.02 0.02 -0.04
F 4.5309 0.4135 5.2311 -0.05 0.06 0.02
H 2.1534 0.3377 4.4616 0.08 0.04 0.00
H 2.4735 -1.3495 4.0023 -0.12 -0.09 0.07
H 4.2759 -1.5130 5.6709 0.09 0.04 -0.05
C 2.1512 -3.7171 0.4015 0.12 0.03 -0.08
C 1.4923 -4.6093 1.4311 -0.11 0.10 -0.03
O 0.1169 -4.4262 1.1545 0.02 -0.22 -0.08
C -0.0133 -4.0624 -0.1531 0.08 0.09 0.08
O -1.0353 -4.0291 -0.7482 -0.06 0.04 -0.01
O 1.1957 -3.7431 -0.6672 0.05 -0.02 -0.01
F 1.7510 -4.2115 2.7014 -0.04 0.07 -0.01
H 2.2500 -2.6976 0.7691 0.01 -0.03 0.13
H 3.1160 -4.0790 0.0572 -0.09 -0.08 -0.13
H 1.7347 -5.6698 1.3451 0.04 -0.01 0.10
```
Forces are in eV/Å.

For the frontier orbital gap, the calculation gives 8.004 eV.